# 1
A structure of composition C12H14N in a non-equilibrium geometry, computed with the ωB97M-V functional and the def2-TZVPD basis.

The geometry in XYZ format:
```
27
C12H14N, DFT the ωB97M-V functional and the def2-TZVPD basis
C 2.879 0.687 0.200
C -2.595 -1.054 0.085
C -3.313 -2.158 0.251
C -2.847 0.414 -0.050
C -4.060 0.955 -0.112
C 3.716 -0.487 0.535
C -1.067 -1.235 -0.066
C 2.599 -1.287 -0.168
C -1.558 1.216 -0.140
C -0.464 0.167 -0.160
C -0.641 1.051 1.041
C 0.748 0.376 -1.055
N 1.968 0.004 -0.410
H 2.927 1.751 0.356
H -4.180 2.020 -0.216
H -4.956 0.363 -0.063
H 4.685 -0.503 0.037
H 3.867 -0.684 1.594
H -0.677 -1.799 0.785
H -0.874 -1.804 -0.978
H 2.882 -1.817 -1.077
H 2.013 -1.945 0.472
H 0.081 1.833 1.220
H -1.041 0.608 1.941
H -1.553 2.103 -0.743
H 0.820 1.436 -1.311
H 0.640 -0.210 -1.970
```

## Properties
Net charge: +1
Gap between HOMO and LUMO, eV: 7.2
ΔE to the lowest compared entry with this formula, charge and spin, kJ/mol: 606.65

=====

# 2
An isolated molecule of C12H14N2O in a non-equilibrium geometry, computed with the ωB97M-V functional and the def2-TZVPD basis.

The geometry in XYZ format:
```
29
C12H14N2O, DFT the ωB97M-V functional and the def2-TZVPD basis
C -0.236 -3.621 -0.953
C 0.567 -3.023 0.023
C 0.382 -1.671 0.406
C -0.555 -0.993 -0.391
C -1.453 -1.567 -1.225
C -1.320 -2.914 -1.502
C -2.506 -0.776 -1.833
C -1.986 0.574 -1.411
C -0.675 0.418 -0.546
N -0.595 1.238 0.701
C 0.547 1.543 1.069
N 0.735 2.256 2.203
C 2.047 2.825 2.394
C 2.708 2.258 1.141
O 1.781 1.236 0.567
H -0.246 -4.584 -1.331
H 1.423 -3.688 0.380
H 0.989 -1.167 1.069
H -1.976 -3.372 -2.246
H -2.610 -1.009 -2.912
H -3.579 -0.942 -1.512
H -1.736 1.186 -2.267
H -2.781 1.032 -0.855
H 0.069 0.777 -1.299
H -0.073 2.805 2.526
H 2.487 2.298 3.335
H 2.093 3.917 2.504
H 2.835 3.225 0.622
H 3.667 1.738 1.343
```

## Properties
Gap between HOMO and LUMO, eV: 9.1
SMILES string: c1ccc2c(c1)CC[C@H]2/N=C1/NCCO1
ΔE to the lowest compared entry with this formula, charge and spin, kJ/mol: 302.36

=====

# 3
An isolated molecule of C12H14N2O2 in a non-equilibrium geometry, computed with the ωB97M-V functional and the def2-TZVPD basis.

The geometry in XYZ format:
```
30
C12H14N2O2, DFT the ωB97M-V functional and the def2-TZVPD basis
C 2.753 -1.255 1.012
C 3.233 -0.805 -0.386
C 2.069 -0.713 -1.413
C 1.392 0.650 -1.200
N -0.013 0.675 -1.706
C -0.897 0.968 -0.601
C -0.908 2.198 0.022
C -1.710 2.484 1.092
C -2.547 1.491 1.561
C -2.548 0.296 0.936
C -1.737 -0.016 -0.146
C -1.964 -1.432 -0.603
O -1.438 -2.086 -1.467
N -3.036 -1.910 0.231
C -3.373 -0.942 1.204
O -4.213 -1.092 2.060
H 1.701 -1.003 1.178
H 3.318 -0.711 1.773
H 2.907 -2.329 1.123
H 3.609 0.221 -0.276
H 4.054 -1.408 -0.775
H 2.503 -0.775 -2.414
H 1.370 -1.534 -1.244
H 1.436 0.843 -0.123
H 1.960 1.450 -1.687
H -0.110 1.479 -2.320
H -0.224 2.932 -0.395
H -1.694 3.466 1.545
H -3.196 1.653 2.414
H -2.694 -2.792 0.605
```

## Properties
Gap between HOMO and LUMO, eV: 9.3
SMILES string: CCCCNc1cccc2c1C(=O)NC2=O
ΔE to the lowest compared entry with this formula, charge and spin, kJ/mol: 88.88

=====

# 4
An isolated molecule of C12H14N2O5S2 in a non-equilibrium geometry, computed with the ωB97M-V functional and the def2-TZVPD basis.

The geometry in XYZ format:
```
35
C12H14N2O5S2, DFT the ωB97M-V functional and the def2-TZVPD basis
C -6.110 -0.791 0.356
C -4.759 -0.741 -0.322
O -4.487 -1.368 -1.316
N -3.888 0.099 0.327
C -2.570 0.410 0.010
C -1.919 -0.116 -1.107
C -0.607 0.235 -1.363
C 0.053 1.106 -0.518
S 1.767 1.485 -0.811
O 2.072 1.287 -2.196
O 2.101 2.733 -0.190
N 2.476 0.234 0.100
C 3.322 0.623 1.205
C 4.739 0.780 0.654
S 4.924 -0.565 -0.559
C 3.072 -0.821 -0.628
C 2.871 -2.180 0.004
O 2.657 -2.385 1.168
O 2.997 -3.150 -0.900
C -0.578 1.637 0.591
C -1.888 1.292 0.854
H -6.005 -1.146 1.380
H -6.561 0.199 0.371
H -6.758 -1.469 -0.191
H -4.241 0.561 1.155
H -2.445 -0.792 -1.759
H -0.088 -0.149 -2.227
H 3.282 -0.165 1.962
H 2.947 1.561 1.610
H 4.849 1.729 0.128
H 5.504 0.677 1.418
H 2.759 -0.814 -1.672
H 2.946 -4.023 -0.477
H -0.038 2.322 1.223
H -2.392 1.706 1.716
```

## Properties
Gap between HOMO and LUMO, eV: 9.3
SMILES string: CC(=O)Nc1ccc(S(=O)(=O)N2CCS[C@H]2C(=O)O)cc1

=====

# 5
A cluster of 2 separate species, C12H14N3O2 in total in a non-equilibrium geometry, computed with the ωB97M-V functional and the def2-TZVPD basis.

The geometry in XYZ format:
```
31
C12H14N3O2, DFT the ωB97M-V functional and the def2-TZVPD basis
O 0.936 -1.757 -2.493
C 1.053 -0.622 -1.693
N 2.349 -0.175 -1.467
C 2.573 0.953 -0.676
C 1.481 1.696 -0.040
C 0.088 1.240 -0.251
C -0.118 0.037 -1.115
C -1.572 -0.453 -1.386
C -1.920 -1.860 -1.643
C -3.333 -2.226 -1.918
C -4.325 -1.133 -1.900
C -4.001 0.273 -1.624
C -2.602 0.629 -1.381
H 1.446 -2.437 -1.998
H 3.136 -0.660 -1.905
H 3.641 1.265 -0.554
H 1.693 2.601 0.583
H -0.809 1.726 0.195
H -1.094 -2.613 -1.614
H -3.624 -3.286 -2.141
H -5.404 -1.370 -2.101
H -4.757 1.096 -1.581
H -2.312 1.693 -1.190
C 2.276 1.153 3.551
O 2.482 2.273 3.108
N 2.842 0.697 4.697
N 1.455 0.261 2.927
H 2.677 -0.221 5.066
H 3.456 1.322 5.191
H 1.016 0.562 2.077
H 1.273 -0.663 3.275
```

## Properties
Net charge: +1
Gap between HOMO and LUMO, eV: 7.4

=====

# 6
An isolated molecule of C12H14N4O2 in a non-equilibrium geometry, computed with the ωB97M-V functional and the def2-TZVPD basis.

The geometry in XYZ format:
```
32
C12H14N4O2, DFT the ωB97M-V functional and the def2-TZVPD basis
C 2.217 -1.530 -2.706
N 1.198 -0.699 -2.012
C -0.020 -1.227 -1.615
O -0.307 -2.361 -2.042
C -1.039 -0.491 -0.749
C -0.710 1.000 -0.460
C -0.505 0.903 1.053
N -0.005 1.876 1.825
C 0.044 1.655 3.174
C -0.310 0.446 3.766
C -0.818 -0.573 2.976
C -0.928 -0.325 1.589
N -1.379 -1.111 0.564
C -1.795 -2.538 0.729
N 0.465 1.512 -1.173
C 0.731 2.967 -1.064
C 1.332 0.701 -1.905
O 2.228 1.253 -2.562
H 3.225 -1.234 -2.453
H 2.091 -1.461 -3.794
H 2.114 -2.585 -2.433
H -1.974 -0.446 -1.306
H -1.613 1.635 -0.652
H 0.419 2.421 3.828
H -0.157 0.322 4.850
H -1.149 -1.514 3.425
H -2.188 -2.884 -0.254
H -2.566 -2.643 1.457
H -0.966 -3.180 1.063
H 0.444 3.453 -1.978
H 1.784 3.187 -0.829
H 0.136 3.474 -0.314
```

## Properties
Gap between HOMO and LUMO, eV: 8.6
SMILES string: CN1C(=O)[C@@H]2[C@@H](c3ncccc3N2C)N(C)C1=O
ΔE to the lowest compared entry with this formula, charge and spin, kJ/mol: 47.92

=====

# 7
An isolated molecule of C12H14N4O2S, computed with the ωB97M-V functional and the def2-TZVPD basis.

The geometry in XYZ format:
```
33
C12H14N4O2S, DFT the ωB97M-V functional and the def2-TZVPD basis
C -2.271 -2.364 -0.554
C -0.965 -1.862 -1.153
O -0.299 -0.927 -0.301
C 0.318 -1.426 0.766
O 0.349 -2.593 1.052
C 1.056 -0.363 1.561
S -0.103 0.853 2.327
C -1.320 1.153 1.105
N -1.143 1.918 0.055
N -2.351 1.915 -0.549
C -3.206 1.157 0.183
N -4.486 0.881 -0.186
N -2.580 0.673 1.232
C 2.164 0.232 0.735
C 1.945 1.274 -0.155
C 2.991 1.765 -0.917
C 4.258 1.219 -0.803
C 4.479 0.178 0.082
C 3.438 -0.313 0.849
H -2.067 -2.944 0.343
H -2.780 -2.996 -1.276
H -2.914 -1.529 -0.291
H -1.138 -1.310 -2.080
H -0.289 -2.703 -1.342
H 1.478 -0.861 2.439
H -2.489 2.406 -1.417
H -4.961 1.580 -0.735
H -5.039 0.476 0.553
H 0.960 1.706 -0.241
H 2.814 2.580 -1.603
H 5.072 1.605 -1.400
H 5.466 -0.252 0.179
H 3.613 -1.127 1.539
```

## Properties
Gap between HOMO and LUMO, eV: 9.2
SMILES string: CCOC(=O)[C@H](Sc1n[nH]c(N)n1)c1ccccc1
ΔE to the lowest compared entry with this formula, charge and spin, kJ/mol: 35.79

=====

# 8
An isolated molecule of C12H14N4O2S2 in a non-equilibrium geometry, computed with the ωB97M-V functional and the def2-TZVPD basis.

The geometry in XYZ format:
```
34
C12H14N4O2S2, DFT the ωB97M-V functional and the def2-TZVPD basis
C -0.020 6.081 -2.046
C 0.251 4.629 -2.050
N 1.401 4.095 -1.891
N 1.418 2.769 -1.936
C 0.259 2.237 -2.120
N -0.040 0.916 -2.219
C 0.680 -0.202 -1.837
O 0.150 -1.284 -1.935
C 2.091 0.000 -1.346
C 2.298 -0.909 -0.136
C 1.175 -0.650 0.860
O 0.337 0.212 0.695
N 1.200 -1.456 1.945
C 0.083 -1.519 2.866
C -0.792 -2.696 2.568
C -1.263 -3.096 1.356
C -2.050 -4.268 1.433
C -2.164 -4.740 2.698
S -1.306 -3.768 3.829
S -1.032 3.436 -2.283
H -0.715 6.334 -1.247
H 0.914 6.615 -1.896
H -0.466 6.386 -2.992
H -1.004 0.702 -2.450
H 2.249 1.044 -1.083
H 2.779 -0.269 -2.149
H 3.265 -0.721 0.332
H 2.249 -1.956 -0.442
H 1.848 -2.228 1.963
H -0.474 -0.586 2.729
H 0.452 -1.569 3.893
H -1.056 -2.573 0.439
H -2.510 -4.732 0.579
H -2.699 -5.600 3.048
```

## Properties
Gap between HOMO and LUMO, eV: 9.4
SMILES string: Cc1nnc(NC(=O)CCC(=O)NCc2cccs2)s1
ΔE to the lowest compared entry with this formula, charge and spin, kJ/mol: 92.34

=====

# 9
An isolated molecule of C12H14N4OS, computed with the ωB97M-V functional and the def2-TZVPD basis.

The geometry in XYZ format:
```
32
C12H14N4OS, DFT the ωB97M-V functional and the def2-TZVPD basis
C -3.357 -2.982 0.851
C -2.463 -2.013 0.086
C -2.847 -0.556 0.195
C -3.993 -0.134 0.852
C -4.313 1.209 0.957
C -3.482 2.164 0.401
C -2.337 1.772 -0.268
C -2.019 0.425 -0.371
N -0.864 0.014 -1.067
C 0.281 0.699 -1.247
O 0.509 1.829 -0.858
C 1.352 -0.111 -1.965
S 2.039 -1.389 -0.840
C 2.988 -0.404 0.232
N 3.929 -0.892 1.013
C 4.392 0.200 1.652
N 3.797 1.315 1.308
N 2.892 0.934 0.396
H -4.374 -2.965 0.467
H -3.372 -2.739 1.911
H -2.971 -3.993 0.740
H -1.438 -2.132 0.454
H -2.474 -2.304 -0.972
H -4.652 -0.861 1.298
H -5.211 1.506 1.477
H -3.722 3.213 0.480
H -1.682 2.508 -0.705
H -0.860 -0.954 -1.358
H 2.162 0.535 -2.300
H 0.945 -0.663 -2.811
H 5.182 0.157 2.372
H 2.241 1.601 -0.009
```

## Properties
Gap between HOMO and LUMO, eV: 9.1
SMILES string: CCc1ccccc1NC(=O)CSc1ncn[nH]1
ΔE to the lowest compared entry with this formula, charge and spin, kJ/mol: 41.46

=====

# 10
A structure of composition C12H15ClN2O2PbS in a non-equilibrium geometry, computed with the ωB97M-V functional and the def2-TZVPD basis.

The geometry in XYZ format:
```
34
C12H15ClN2O2PbS, DFT the ωB97M-V functional and the def2-TZVPD basis
Cl -1.523 2.230 -2.663
C -0.803 -2.140 -2.688
C 0.595 -2.344 -2.569
C 1.263 -1.315 -3.294
H 1.075 -3.177 -2.048
C 0.272 -0.463 -3.883
C -1.023 -0.957 -3.469
H -1.985 -0.561 -3.785
H -1.573 -2.798 -2.271
H 2.340 -1.218 -3.423
C 0.545 0.676 -4.767
Pb -0.165 0.576 -1.221
C 2.158 1.166 -0.166
O 3.144 1.661 0.137
C -2.269 1.887 -0.388
O -3.179 2.574 -0.194
H 1.492 1.150 -4.499
H -0.237 1.434 -4.696
H 0.616 0.382 -5.821
S 0.162 -1.574 0.632
C 0.071 -0.703 2.121
N -1.130 -0.459 2.675
C -1.357 0.235 3.935
C -0.134 1.067 4.286
C 1.167 0.300 4.096
N 1.184 -0.274 2.756
H -1.914 -0.907 2.214
H -1.536 -0.503 4.723
H -2.258 0.854 3.841
H -0.207 1.466 5.300
H -0.115 1.952 3.643
H 1.220 -0.502 4.838
H 2.045 0.942 4.227
H 2.061 -0.660 2.423
```

## Properties
Net charge: +2
Gap between HOMO and LUMO (spin up / spin down), eV: 4.4 / 4.7

=====

# 11
An isolated molecule of C12H15N in a non-equilibrium geometry, computed with the ωB97M-V functional and the def2-TZVPD basis.

The geometry in XYZ format:
```
28
C12H15N, DFT the ωB97M-V functional and the def2-TZVPD basis
C 1.252 2.351 0.159
N 2.052 1.449 -0.538
C 1.631 0.047 -0.236
C 0.843 -0.328 1.013
C 0.945 -1.861 0.932
C 0.826 -2.080 -0.604
C 0.677 -0.564 -1.196
C -0.637 -0.071 -0.742
C -1.867 0.057 -1.476
C -2.976 0.131 -0.736
C -2.984 0.359 0.672
C -1.778 0.289 1.341
C -0.534 0.051 0.614
H 0.298 2.024 0.055
H 1.580 2.672 1.095
H 1.040 3.325 -0.300
H 2.925 1.630 -0.184
H 2.537 -0.635 -0.215
H 1.164 0.194 1.905
H 1.886 -2.235 1.259
H 0.179 -2.421 1.580
H 1.759 -2.561 -0.978
H -0.020 -2.746 -0.792
H 1.047 -0.363 -2.203
H -1.963 0.314 -2.524
H -3.940 0.317 -1.417
H -4.000 0.415 1.124
H -1.946 0.241 2.395
```

## Properties
Gap between HOMO and LUMO, eV: 9.5
SMILES string: CN[C@H]1[C@@H]2CC[C@H]1c1ccccc12
ΔE to the lowest compared entry with this formula, charge and spin, kJ/mol: 318.24

=====

# 12
A structure of composition C12H15N5O3S2 in a non-equilibrium geometry, computed with the ωB97M-V functional and the def2-TZVPD basis.

The geometry in XYZ format:
```
37
C12H15N5O3S2, DFT the ωB97M-V functional and the def2-TZVPD basis
C -5.841 -0.701 -0.154
H -5.933 0.350 -0.038
O -4.442 -0.980 0.150
C -3.532 -0.386 -0.504
C -2.221 -0.962 -0.030
N -1.204 -0.283 -0.536
C -0.814 0.976 -0.369
N 0.303 1.292 -1.416
N 0.557 0.117 -1.951
C -0.230 -0.820 -1.450
H -0.355 -1.607 -1.701
S -1.568 2.394 0.406
C -0.045 2.326 1.577
C 0.594 1.236 1.847
O 0.011 0.170 2.186
N 1.710 1.012 1.336
C 2.376 -0.339 0.996
C 3.399 -0.418 0.208
C 3.836 -1.640 -0.079
C 2.846 -2.492 0.789
S 1.609 -1.652 1.424
H 2.761 -3.513 0.892
H 4.549 -2.021 -0.532
C 4.027 0.841 -0.324
O 3.817 2.116 -0.427
N 5.115 0.542 -1.437
H 5.157 -0.590 -1.803
H 5.460 1.457 -1.966
H 2.214 1.772 0.852
H -0.492 2.784 2.696
H 0.627 3.373 1.255
H -2.189 -1.896 -0.057
H -2.166 -0.439 1.193
H -3.623 -0.695 -1.582
H -3.760 0.665 -0.339
H -6.545 -1.112 0.368
H -6.006 -0.878 -1.483
```

## Properties
Gap between HOMO and LUMO, eV: 8.7
ΔE to the lowest compared entry with this formula, charge and spin, kJ/mol: 1540.36

=====

# 13
A structure of composition C12H16BiClHg in a non-equilibrium geometry, computed with the ωB97M-V functional and the def2-TZVPD basis.

The geometry in XYZ format:
```
31
C12H16BiClHg, DFT the ωB97M-V functional and the def2-TZVPD basis
Bi 0.834 0.381 -5.472
Cl 0.836 1.970 -3.734
C -0.948 0.189 -6.455
C 2.620 -0.577 -5.756
H -0.775 -0.554 -7.195
H -1.654 -0.101 -5.713
H -1.161 1.152 -6.856
H 2.447 -1.246 -6.564
H 2.832 -1.064 -4.834
H 3.325 0.189 -5.978
Hg -0.027 0.024 -0.752
C -1.580 1.276 -1.419
C -0.523 -1.800 -0.197
H -2.081 0.799 -2.263
H -2.321 1.392 -0.614
H -1.207 2.254 -1.712
H 0.204 -2.511 0.141
H -1.553 -2.134 -0.213
C 0.258 0.098 1.309
C 0.176 0.076 2.557
C 0.093 0.046 3.964
C -1.005 0.603 4.658
C -1.050 0.587 6.050
C -0.011 0.009 6.781
C 1.068 -0.569 6.111
C 1.118 -0.555 4.720
H -1.825 1.061 4.099
H -1.895 1.032 6.580
H -0.040 0.007 7.871
H 1.878 -1.026 6.680
H 1.967 -1.009 4.206
```

## Properties
Net charge: -2
Gap between HOMO and LUMO (spin up / spin down), eV: 3.5 / 3.6

=====

# 14
A structure of composition C12H16F3MnN4O6PS in a non-equilibrium geometry, computed with the ωB97M-V functional and the def2-TZVPD basis.

The geometry in XYZ format:
```
44
C12H16F3MnN4O6PS, DFT the ωB97M-V functional and the def2-TZVPD basis
N 0.168 -2.908 4.700
C 1.195 -2.304 3.970
C 1.011 -1.940 2.349
C 0.871 -0.321 2.113
O 0.981 0.185 3.520
N 2.049 0.272 1.312
C 1.645 1.180 0.132
O 2.376 1.465 -0.952
C 0.084 1.673 0.474
C -0.865 2.096 -0.833
P -2.674 2.496 -0.371
O -3.762 1.561 -1.033
O -3.084 4.150 -0.872
O -2.824 2.433 1.389
C 0.371 2.982 1.418
F -0.125 2.871 2.813
F 1.850 3.277 1.506
F -0.227 4.259 0.876
C -0.395 0.249 1.196
C -1.227 -0.835 0.262
C -0.295 -1.656 -0.810
S -1.065 -1.752 -2.556
C 0.420 -1.995 -3.729
N 1.798 -2.551 -3.316
N 2.683 -2.567 -4.389
C 1.835 -2.017 -5.530
O 0.440 -1.676 -5.182
H -0.641 -3.038 4.020
H 2.249 -2.056 4.440
H 0.095 -2.575 1.992
H 1.997 -2.330 1.817
H 0.090 0.530 3.835
H 2.654 -0.424 0.824
H -0.374 3.039 -1.372
H -0.869 1.227 -1.616
H -3.000 4.175 -1.889
H -3.382 1.640 1.653
H -1.188 0.508 2.043
H -1.660 -1.656 1.014
H -2.168 -0.358 -0.257
H 0.814 -1.287 -0.872
H -0.240 -2.795 -0.457
H 2.276 -1.871 -6.622
Mn 0.117 -1.354 -7.010
```

## Properties
Net charge: +2
Gap between HOMO and LUMO (spin up / spin down), eV: 2.5 / 2.3
Multiplicity: 6